Entry 1:
Below is a structure of composition C24H21F5N2O3PSeTa at a distorted geometry, with properties calculated with the ωB97M-V functional and the def2-TZVPD basis.

The calculation puts the strongest force on any atom at 3.34 eV/Å. Its net charge is +2. For the total energy, the calculation gives -4560.95591 Eh. As for the HOMO energy: -0.5103 Eh. Its spin multiplicity is 1. Its energy above the lowest of the compared OMol25 structures with the same formula, charge and spin is 1.937 eV.

CARTESIAN COORDINATES (ANGSTROEM)
Ta  0.2341  0.0704  0.3320
C  0.1488  5.6773  0.9366
O  0.3915  4.3170  0.6026
C  1.4769  4.0130  -0.1322
C  2.4154  4.9166  -0.6274
C  3.5299  4.4667  -1.3256
C  3.7554  3.1182  -1.5128
C  2.8371  2.1745  -1.0270
C  3.1774  0.7915  -1.0175
N  2.4010  -0.1331  -0.5362
N  2.8626  -1.3544  -0.3494
C  2.1208  -2.1019  0.4237
O  0.9882  -1.5859  0.8865
C  2.5795  -3.4341  0.7253
C  1.8718  -4.2915  1.5805
C  2.3755  -5.5461  1.8573
C  3.5805  -5.9549  1.2964
C  4.2860  -5.1132  0.4444
C  3.7922  -3.8626  0.1537
C  1.6500  2.6334  -0.3898
O  0.7404  1.7553  0.0076
H  -0.7689  5.6786  1.5208
H  0.0042  6.2895  0.0446
H  0.9589  6.0910  1.5401
H  2.2907  5.9744  -0.4625
H  4.2418  5.1859  -1.7001
H  4.6450  2.7719  -2.0179
H  4.1853  0.5071  -1.3123
H  0.9397  -3.9638  2.0191
H  1.8430  -6.2076  2.5235
H  3.9755  -6.9326  1.5234
H  5.2210  -5.4404  0.0180
H  4.3207  -3.1951  -0.5059
C  -2.2984  3.2618  0.0628
P  -2.3147  1.4418  0.1953
C  -3.2718  1.0407  -1.3271
C  -3.5341  1.2171  1.5488
H  -3.3246  3.6075  -0.0568
H  -1.7065  3.5868  -0.7900
H  -1.8737  3.6799  0.9701
H  -4.1417  1.6949  -1.3693
H  -3.6179  0.0118  -1.3386
H  -2.6648  1.2175  -2.2151
H  -4.4508  1.7462  1.2871
H  -3.1359  1.6417  2.4694
H  -3.7746  0.1726  1.7229
F  -5.6251  -3.7844  0.3205
C  -4.4895  -3.2618  -0.0885
C  -3.6417  -2.6175  0.8142
F  -3.9559  -2.4949  2.0965
C  -2.4540  -2.0580  0.3588
F  -1.6407  -1.4353  1.2977
C  -2.0746  -2.0664  -0.9782
Se  -0.5407  -1.1966  -1.7485
C  -2.9301  -2.7360  -1.8596
F  -2.5765  -2.7569  -3.1387
C  -4.1199  -3.3252  -1.4400
F  -4.9128  -3.9049  -2.3144

Charges per atom according to Mulliken partitioning, unit e: number 1, Ta, carries 0.94; number 2, C, carries -1.01; number 3, O, carries -0.22; number 4, C, carries 0.36; number 5, C, carries -0.58; number 6, C, carries -0.91; number 7, C, carries -0.93; number 8, C, carries 0.81; number 9, C, carries -0.45; number 10, N, carries 0.28; number 11, N, carries -0.79; number 12, C, carries 0.68; number 13, O, carries -0.54; number 14, C, carries 0.58; number 15, C, carries -0.33; number 16, C, carries -0.79; number 17, C, carries -0.38; number 18, C, carries -0.71; number 19, C, carries -0.29; number 20, C, carries 0.67; number 21, O, carries -0.16; number 22, H, carries 0.26; number 23, H, carries 0.44; number 24, H, carries 0.43; number 25, H, carries 0.48; number 26, H, carries 0.43; number 27, H, carries 0.43; number 28, H, carries 0.46; number 29, H, carries 0.44; number 30, H, carries 0.43; number 31, H, carries 0.42; number 32, H, carries 0.42; number 33, H, carries 0.45; number 34, C, carries -1.17; number 35, P, carries 0.87; number 36, C, carries -1.24; number 37, C, carries -1.16; number 38, H, carries 0.58; number 39, H, carries 0.38; number 40, H, carries 0.23; number 41, H, carries 0.50; number 42, H, carries 0.24; number 43, H, carries 0.37; number 44, H, carries 0.41; number 45, H, carries 0.40; number 46, H, carries 0.26; number 47, F, carries -0.25; number 48, C, carries 0.61; number 49, C, carries 0.02; number 50, F, carries -0.30; number 51, C, carries 0.54; number 52, F, carries -0.47; number 53, C, carries -0.32; number 54, Se, carries 0.04; number 55, C, carries 0.47; number 56, F, carries -0.31; number 57, C, carries 0.23; number 58, F, carries -0.25

Entry 2:
Below is a structure of composition C24H21IIrN5O2S4 at a distorted geometry, with properties calculated with the ωB97M-V functional and the def2-TZVPD basis.

The calculation puts the strongest force on any atom at 2.71 eV/Å. Its net charge is +1. For the total energy, the calculation gives -3345.96352 Eh. As for the HOMO energy (alpha / beta): -0.3699 / -0.3656 Eh. Its spin multiplicity is 2. Its energy above the lowest of the compared OMol25 structures with the same formula, charge and spin is 3.227 eV.

CARTESIAN COORDINATES (ANGSTROEM)
Ir  0.7828  0.3816  -0.7365
C  1.1527  -0.6655  3.8439
C  -0.2043  -0.2070  3.4488
N  -1.1066  0.0349  4.3447
C  -2.3107  0.4982  4.0299
C  -2.6482  0.8649  2.7418
C  -4.0537  1.3642  2.4498
O  -4.1096  2.6002  1.7771
C  -1.7078  0.6262  1.7068
C  -1.9944  1.0427  0.3769
N  -1.4365  0.6428  -0.7428
C  -2.1129  0.9155  -1.9263
C  -3.5163  1.0558  -1.9171
C  -4.2493  1.2638  -3.0635
C  -3.6162  1.3416  -4.2925
C  -2.2434  1.1858  -4.3478
C  -1.5178  0.9569  -3.1922
I  0.5880  0.6494  -3.4639
C  -0.4823  -0.0409  2.0407
O  0.3702  -0.4471  1.1996
H  1.1932  -0.8238  4.9154
H  1.8878  0.0846  3.5556
H  1.3995  -1.5772  3.3047
H  -3.0082  0.5685  4.8515
H  -4.6219  1.4041  3.3865
H  -4.5545  0.6525  1.7833
H  -3.8984  3.3118  2.3881
H  -2.7682  1.8073  0.3273
H  -4.0533  0.9681  -0.9866
H  -5.3221  1.3391  -2.9874
H  -4.1735  1.5162  -5.1964
H  -1.7311  1.2142  -5.2954
S  0.2496  3.2713  -0.9950
S  1.3915  4.6802  -0.3161
S  2.5124  3.8327  1.4413
S  1.9129  2.0044  1.6382
N  3.1276  -2.2768  -0.6900
C  3.7056  -1.0329  -0.7102
C  5.0979  -1.0051  -0.4978
C  5.7669  0.1943  -0.4926
C  5.0459  1.3580  -0.7557
C  3.6939  1.2462  -0.9864
N  3.0180  0.0889  -0.9333
C  1.8447  -2.7669  -0.7613
C  1.6851  -4.1461  -0.5385
C  0.4246  -4.6954  -0.5752
C  -0.6581  -3.8659  -0.8572
C  -0.4112  -2.5331  -1.0953
N  0.8057  -1.9897  -1.0477
H  3.8034  -3.0149  -0.5350
H  5.6318  -1.9278  -0.3329
H  6.8284  0.2324  -0.3036
H  5.5309  2.3206  -0.7696
H  3.1069  2.1190  -1.2458
H  2.5493  -4.7599  -0.3307
H  0.2851  -5.7500  -0.3933
H  -1.6616  -4.2551  -0.8939
H  -1.2180  -1.8598  -1.3478

Charges per atom according to Mulliken partitioning, unit e: number 1, Ir, carries 1.58; number 2, C, carries -1.16; number 3, C, carries 0.86; number 4, N, carries -0.66; number 5, C, carries -0.93; number 6, C, carries 0.84; number 7, C, carries -0.96; number 8, O, carries -0.51; number 9, C, carries 0.09; number 10, C, carries -1.00; number 11, N, carries -0.02; number 12, C, carries 0.04; number 13, C, carries -0.55; number 14, C, carries -0.87; number 15, C, carries -0.68; number 16, C, carries -0.54; number 17, C, carries 0.55; number 18, I, carries 0.10; number 19, C, carries 0.06; number 20, O, carries -0.84; number 21, H, carries 0.37; number 22, H, carries 0.23; number 23, H, carries 0.22; number 24, H, carries 0.38; number 25, H, carries 0.39; number 26, H, carries 0.30; number 27, H, carries 0.32; number 28, H, carries 1.42; number 29, H, carries 0.49; number 30, H, carries 0.43; number 31, H, carries 0.42; number 32, H, carries 0.41; number 33, S, carries 0.02; number 34, S, carries 0.00; number 35, S, carries 0.00; number 36, S, carries 0.03; number 37, N, carries 0.02; number 38, C, carries 0.67; number 39, C, carries -0.86; number 40, C, carries -0.48; number 41, C, carries -0.85; number 42, C, carries -0.28; number 43, N, carries 0.15; number 44, C, carries 0.70; number 45, C, carries -0.85; number 46, C, carries -0.48; number 47, C, carries -0.97; number 48, C, carries -0.23; number 49, N, carries 0.08; number 50, H, carries 0.10; number 51, H, carries 0.41; number 52, H, carries 0.44; number 53, H, carries 0.46; number 54, H, carries 0.50; number 55, H, carries 0.41; number 56, H, carries 0.44; number 57, H, carries 0.47; number 58, H, carries 0.35